(1)
The following is a quantum chemistry calculation of a molecular structure, C35H37BrP2Re in a non-equilibrium geometry, from the OMol25 dataset.

Results
- LUMO level (alpha / beta) (eV) = -6.33 / -9.86
- HOMO-LUMO gap (alpha / beta) (eV) = 6.2631 / 2.7363
- HOMO energy (alpha / beta) (Eh) = -0.463 / -0.463
- DFT total energy (eV) = -127624.751
- ΔE to the lowest compared entry with this formula, charge and spin (kcal per mole) = 7.94

ORCA input file:
```
! RIJCOSX wB97M-V def2-TZVPD def2/J DEFGRID3
* xyz 2 4
Re -0.802 2.067 -1.809
Br 0.079 3.111 0.300
P -1.401 -0.916 1.364
P 2.301 -0.300 1.324
C 4.148 3.593 -0.243
C -5.158 1.711 0.833
C 4.301 -3.438 3.116
C 5.030 -1.031 1.891
C -2.816 1.341 0.432
C 6.004 -1.820 2.521
C -2.785 -2.578 3.110
C -2.219 1.702 -3.133
C 0.742 1.395 -2.805
C 1.209 -0.960 0.075
C -2.913 -0.010 0.780
C -3.304 -4.444 1.087
C -3.642 -3.662 3.346
C 3.671 -1.419 1.871
C 3.084 2.265 1.454
C -2.153 -2.467 1.861
C -3.880 2.213 0.587
C -1.649 0.440 -2.547
C 5.644 -3.025 3.143
C 0.483 2.800 -3.111
C -0.782 0.037 2.759
C -0.369 3.154 -4.309
C -2.419 -3.393 0.838
C -0.793 -0.439 -3.447
C -0.163 -1.127 0.095
C 3.739 1.240 -0.659
C 0.518 0.277 -3.820
C -1.657 2.279 -4.406
C 3.338 -2.652 2.476
C -3.890 -4.605 2.338
C 3.491 3.504 0.986
C 4.279 2.464 -1.058
C -5.315 0.327 0.937
C 3.140 1.132 0.607
C -4.223 -0.538 0.820
H -1.476 1.511 -5.163
H -2.375 -0.132 -1.939
H -1.948 -3.241 -0.142
H -1.085 -0.463 3.699
H 5.347 -0.107 1.408
H -4.549 -5.449 2.535
H 3.788 0.371 -1.327
H 0.518 0.654 -4.854
H 0.315 0.142 2.694
H 7.053 -1.508 2.542
H 1.802 -1.309 -0.784
H 4.553 4.551 -0.574
H -3.534 -5.133 0.277
H 1.489 1.155 -2.037
H 1.367 -0.416 -3.730
H -1.370 -0.705 -4.351
H -3.307 1.781 -2.972
H 4.014 -4.374 3.603
H -6.290 -0.095 1.149
H 1.312 3.472 -2.903
H -2.629 -1.806 3.870
H -0.560 -1.374 -2.919
H -1.224 1.050 2.702
H -0.588 -1.519 -0.833
H 2.301 -2.997 2.440
H -1.858 1.779 0.052
H -0.632 4.234 -4.259
H 2.669 2.156 2.461
H 6.400 -3.651 3.635
H -6.010 2.374 0.948
H 4.787 2.539 -2.029
H -4.361 -1.626 0.817
H 3.283 4.398 1.585
H -3.709 3.289 0.520
H 0.228 3.063 -5.237
H -4.122 -3.756 4.313
H -2.464 2.914 -4.797
*
```

(2)
The following is a quantum chemistry calculation of a molecular structure, C35H37Cl3MoN6O9Se, from the OMol25 dataset.

Results
- LUMO level (alpha / beta) (eV) = -7.28 / -7.64
- HOMO-LUMO gap (alpha / beta) (eV) = 6.8011 / 6.5061
- HOMO energy (alpha / beta) (Eh) = -0.518 / -0.520
- DFT total energy (eV) = -169013.650
- ΔE to the lowest compared entry with this formula, charge and spin (kcal per mole) = 0.00

ORCA input file:
```
! RIJCOSX wB97M-V def2-TZVPD def2/J DEFGRID3
* xyz 2 3
Mo -0.453 -0.261 -0.382
Se -1.343 2.200 -0.466
Cl -0.190 -2.142 4.251
Cl -3.372 -5.083 0.210
Cl -2.940 -1.907 3.220
O -1.299 0.350 1.543
O -0.181 -1.459 1.360
O 0.416 -3.889 -7.042
O -0.719 0.148 -2.515
O 2.000 -5.506 -1.364
O 0.418 -1.772 -1.204
O 1.259 -5.599 -6.024
O 0.943 -4.104 -0.116
O -0.975 -0.109 -4.608
N -2.298 -1.390 -0.620
N -0.598 -0.559 -3.561
N -3.643 2.622 -2.090
N -1.816 2.792 -3.291
N 1.342 -4.516 -1.185
N 0.791 -4.490 -6.063
C -4.621 3.941 -0.227
C 2.133 0.652 -0.874
C -0.002 -1.875 -3.539
C -2.885 2.994 -4.151
C -2.919 3.261 -5.518
C -0.913 -0.723 2.076
C 0.437 -2.440 -2.319
C 1.772 2.673 1.001
C 1.662 1.357 1.393
C 1.856 0.319 0.462
C -5.374 6.351 -0.306
C -0.429 3.019 -3.677
C -5.248 5.044 -1.073
C 2.063 3.010 -0.328
C -1.362 -1.118 3.457
C -2.298 2.529 -2.065
C -2.309 -2.662 -0.197
C 1.096 -4.404 -3.608
C 0.955 -3.757 -2.399
C 1.364 4.228 -5.958
C -5.341 3.327 -5.307
C -4.549 -2.964 -1.003
C -4.044 2.893 -3.391
C 2.184 4.447 -0.724
C -3.375 -0.899 -1.253
C -4.539 2.591 -0.925
C 2.223 1.988 -1.259
C -0.156 4.497 -3.924
C -5.306 3.075 -3.953
C -4.168 3.417 -6.078
C -3.423 -3.471 -0.371
C 0.094 -2.528 -4.767
C -4.513 -1.654 -1.455
C 1.230 4.725 -4.525
C 0.662 -3.778 -4.773
H -5.197 3.798 0.690
H -0.241 2.413 -4.566
H 1.473 1.116 2.432
H 2.484 5.064 0.119
H -4.400 6.699 0.037
H -4.649 5.207 -1.974
H -5.359 -1.220 -1.965
H 2.909 4.577 -1.525
H 1.222 4.823 -1.077
H 2.405 -0.131 -1.574
H -6.009 6.232 0.570
H 0.188 2.638 -2.863
H 1.987 4.256 -3.894
H -5.422 -3.585 -1.143
H -2.021 3.340 -6.109
H 2.482 2.231 -2.282
H -5.806 7.134 -0.924
H -0.914 4.915 -4.589
H 1.236 3.148 -6.045
H 1.442 5.795 -4.497
H 0.627 4.704 -6.605
H 2.014 -0.697 0.816
H 1.650 3.461 1.732
H -3.616 4.240 0.091
H -6.235 4.718 -1.414
H -0.248 -2.074 -5.686
H -1.532 -0.221 4.055
H -0.253 5.030 -2.974
H -4.251 3.618 -7.135
H -5.514 2.288 -1.311
H -3.300 0.118 -1.605
H -4.181 1.812 -0.249
H -1.415 -3.038 0.289
H -6.211 3.027 -3.369
H 1.520 -5.401 -3.640
H 2.347 4.463 -6.360
H -6.296 3.466 -5.792
*
```